Molecular formula: C31H27MnN10O2
Method: DFT, ωB97M-V/def2-TZVPD

Spin multiplicity ... 5
Charge ... +2
LUMO (alpha / beta) ... -6.66 / -6.09 eV
⟨S²⟩ ... 6.455
DFT total energy ... -82889.411 eV
Gap between HOMO and LUMO (alpha / beta) ... 6.59 / 7.15 eV

Last column: Löwdin charge in e.
Cartesian coordinates (Å):
Mn: 0.45749 0.19986 -0.25338  0.851
N: 2.61113 0.56701 -0.84929  0.057
C: 2.97641 1.92120 -0.49210  -0.238
C: 4.26191 2.34098 -0.31248  0.008
C: 4.53048 3.69369 -0.00608  -0.031
C: 3.51663 4.60160 0.08397  0.006
C: 2.17198 4.19050 -0.09277  -0.130
C: 1.07093 5.07242 -0.01931  0.040
C: -0.19710 4.59097 -0.19198  -0.009
C: -0.37583 3.21541 -0.40477  -0.092
N: 0.62278 2.35743 -0.47529  0.022
C: 1.90009 2.83488 -0.35326  -0.165
H: 2.54496 0.50239 -1.86674  0.126
H: 3.35475 -0.07473 -0.58752  0.118
H: 5.08461 1.64505 -0.42443  0.129
H: 5.55580 4.00618 0.13209  0.124
H: 3.72305 5.64310 0.29108  0.131
H: 1.24276 6.12454 0.16880  0.138
H: -1.05959 5.23956 -0.15419  0.123
H: -1.37287 2.80810 -0.52236  0.105
C: -4.51089 -1.65465 -2.07741  -0.045
N: -3.52297 -0.82098 -1.38722  -0.106
C: -2.22522 -0.72910 -1.63169  -0.100
N: -1.64500 0.02109 -0.69152  0.009
C: -2.69673 0.36516 0.11306  -0.202
N: -3.83854 -0.13174 -0.27457  0.158
C: -4.21347 -3.12590 -1.90734  -0.197
C: -4.66074 -4.02011 -2.87299  -0.017
C: -4.41209 -5.37894 -2.73873  -0.032
C: -3.69922 -5.85411 -1.65140  0.006
C: -3.24878 -4.95975 -0.68393  -0.131
C: -3.51670 -3.60049 -0.80506  0.020
C: -2.47066 -5.46421 0.44698  -0.291
N: -2.06505 -6.65979 0.67164  0.145
N: -1.32937 -6.61199 1.86000  0.148
C: -1.35544 -5.39136 2.25046  -0.301
O: -2.06062 -4.58160 1.40632  0.097
C: -0.70615 -4.78187 3.41018  -0.138
C: 0.14524 -5.54036 4.21547  0.009
C: 0.78504 -4.94214 5.28482  -0.030
C: 0.60266 -3.58727 5.54815  -0.008
C: -0.24789 -2.83391 4.75387  -0.200
C: -0.43628 -1.35543 4.98209  -0.040
N: 0.11574 -0.60166 3.84314  -0.085
C: -0.43812 -0.38478 2.66098  -0.119
N: 0.46512 0.14809 1.83530  0.001
C: 1.58112 0.24157 2.62258  -0.161
N: 1.40280 -0.21157 3.83208  0.161
C: -0.91561 -3.44120 3.69648  0.002
H: -4.50422 -1.37385 -3.13051  0.140
H: -5.47391 -1.36494 -1.65839  0.145
H: -1.73793 -1.21839 -2.45896  0.154
H: -2.61068 1.00521 0.97625  0.120
H: -5.20529 -3.65855 -3.73659  0.125
H: -4.76577 -6.06880 -3.49183  0.121
H: -3.48464 -6.90824 -1.54314  0.127
H: -3.18622 -2.92145 -0.02850  0.115
H: 0.29145 -6.58844 3.99236  0.127
H: 1.43952 -5.52801 5.91451  0.121
H: 1.12583 -3.12232 6.37386  0.124
H: 0.08730 -0.99596 5.86409  0.137
H: -1.48684 -1.07580 5.06363  0.142
H: -1.45940 -0.63229 2.42576  0.131
H: 2.51844 0.65983 2.29248  0.122
H: -1.61908 -2.87936 3.09379  0.113
C: 0.95936 -3.10528 0.21998  0.021
C: 0.76393 -1.82010 -0.49047  -0.318
O: 0.71471 -1.55481 -1.65520  0.065
H: 0.54163 -3.92418 -0.36804  0.112
H: 0.53477 -3.06889 1.22114  0.070
H: 2.04038 -3.25653 0.30629  0.118


Molecular formula: C10H15N2O3
Method: DFT, ωB97M-V/def2-TZVPD

Energy above the lowest of the compared OMol25 structures with the same formula, charge and spin ... 63.9 kcal per mole
Charge ... +1
LUMO ... -4.80 eV
DFT total energy ... -19726.983 eV
Gap between HOMO and LUMO ... 8.13 eV

Last column: Löwdin charge in e.
Cartesian coordinates (Å):
C: -2.82353 1.35353 0.27710  -0.387
C: -1.19274 2.84139 0.01020  -0.420
C: -1.64939 0.59108 -0.24967  -0.120
C: -0.60765 1.46688 -0.33989  0.043
C: -1.32347 -1.76457 -0.12779  -0.213
C: 0.84370 1.10419 -0.36163  -0.578
C: -1.52386 -1.71321 1.40303  0.046
C: -0.59130 -2.78198 -0.89707  0.014
C: 1.12803 -0.31999 -0.78272  -0.016
C: 1.78217 2.04170 -1.12200  -0.004
N: -1.64750 -0.68003 -0.78515  0.136
N: 0.89869 1.27090 1.04894  0.094
O: -3.83244 0.99459 0.68763  0.250
O: -0.60065 3.85587 0.16544  0.209
O: -2.47127 2.68762 0.17262  0.205
H: -0.99067 -2.51352 1.96923  0.108
H: -2.58385 -2.22032 1.49817  0.159
H: -1.55436 -0.70062 1.84075  0.101
H: 0.43926 -2.62730 -0.80825  0.074
H: -0.87592 -2.70897 -1.91865  0.103
H: -0.64756 -3.79058 -0.45071  0.127
H: 0.40205 -0.65552 -1.55360  0.090
H: 1.10074 -0.89172 0.14273  0.087
H: 2.11747 -0.36655 -1.30284  0.120
H: 1.50663 3.04884 -0.87486  0.069
H: 1.60103 1.86950 -2.15008  0.077
H: 2.89630 1.85045 -0.83458  0.141
H: -1.85586 -0.71809 -1.78402  0.202
H: 0.89298 2.24002 1.42815  0.132
H: 1.50901 0.56746 1.58229  0.152


Molecular formula: C23H25BrN4OPtS2
Method: DFT, ωB97M-V/def2-TZVPD

Energy above the lowest of the compared OMol25 structures with the same formula, charge and spin ... 15.0 kcal per mole
LUMO (alpha / beta) ... -0.74 / -0.74 eV
DFT total energy ... -127221.887 eV
Gap between HOMO and LUMO (alpha / beta) ... 5.79 / 5.79 eV

Last column: Löwdin charge in e.
Cartesian coordinates (Å):
Pt: 0.61617 -0.02867 1.35953  0.820
C: 4.56667 3.34403 -1.10447  -0.087
C: 4.95247 3.21013 0.36843  -0.251
N: 3.80557 3.07263 1.23473  -0.027
C: 3.07927 1.93303 1.28413  -0.778
S: 1.64397 1.98563 2.27383  0.677
N: 3.50987 0.86503 0.67953  -0.007
N: 2.72907 -0.20237 0.71843  -0.120
C: 3.14967 -1.36997 0.28673  -0.272
C: 4.53637 -1.51507 -0.27457  -0.022
C: 2.26037 -2.46097 0.50643  -0.207
C: 2.50327 -3.77177 0.05253  -0.007
C: 1.68937 -4.79707 0.45743  -0.052
C: 0.62127 -4.50887 1.31613  -0.050
C: 0.38947 -3.19697 1.66703  -0.156
N: 1.15157 -2.18377 1.26453  -0.023
H: 5.44797 3.24483 -1.73297  0.069
H: 4.09427 4.30173 -1.30727  0.069
H: 3.86657 2.55253 -1.35787  0.061
H: 5.52507 4.07773 0.70443  0.114
H: 5.55967 2.31273 0.50183  0.106
H: 3.32427 3.91003 1.52163  0.117
H: 4.80107 -0.60197 -0.80637  0.071
H: 4.60877 -2.36687 -0.94587  0.061
H: 5.25697 -1.64747 0.53703  0.093
H: 3.33757 -3.96157 -0.60337  0.103
H: 1.86677 -5.80757 0.12353  0.109
H: -0.00903 -5.29997 1.68593  0.103
H: -0.45113 -2.93117 2.29303  0.104
Br: -4.47293 4.07663 -0.17647  0.714
C: -3.03563 2.90243 0.28033  -0.696
C: -2.09373 2.58873 -0.68097  -0.150
C: -1.04513 1.75003 -0.33957  -0.135
C: -0.92353 1.22873 0.94593  -0.409
C: -1.89083 1.56703 1.88843  -0.144
C: -2.95193 2.39413 1.56423  -0.144
H: -2.18013 2.98783 -1.68047  0.101
H: -0.30073 1.51763 -1.09437  0.098
H: -1.82023 1.18183 2.89633  0.096
H: -3.71113 2.63543 2.29473  0.099
C: -3.37803 -3.14757 -0.09637  -0.208
S: -2.03773 -1.87967 -0.26097  0.918
O: -1.77763 -1.39887 1.11013  -0.587
C: -3.16363 -0.68007 -1.03287  -0.396
C: -4.17223 -0.09557 -0.29037  -0.085
C: -5.05853 0.76503 -0.90937  -0.105
C: -4.91563 1.05653 -2.25587  -0.091
C: -3.89493 0.47563 -2.99087  -0.078
C: -3.02023 -0.40817 -2.38177  -0.095
H: -4.17463 -2.76277 0.53053  0.053
H: -2.95653 -4.04177 0.34943  0.038
H: -3.74863 -3.36307 -1.09217  0.053
H: -4.24813 -0.30777 0.76453  0.118
H: -5.85783 1.21223 -0.34067  0.100
H: -5.59043 1.75613 -2.72437  0.104
H: -3.78773 0.70803 -4.03937  0.105
H: -2.22503 -0.87677 -2.94177  0.106


Among the records above, which one has the highest DFT total energy?
C10H15N2O3


The lowest DFT total energy belongs to which entry?
C23H25BrN4OPtS2


Which of these has the lowest DFT total energy?
C23H25BrN4OPtS2


DFT total energy of number 1 (C31H27MnN10O2)?
-82889.411 eV